Record 1
Entry from the Open Molecules 2025 dataset: C31H28BrN3O2PdSi as an isolated structure (ωB97M-V/def2-TZVPD).

**Kohn-Sham gap (spin up / spin down)**: 0.129 / 0.129 Ha
**Charge**: -2

Structure (XYZ):
```
67
C31H28BrN3O2PdSi (ωB97M-V/def2-TZVPD)
Pd 0.0763 0.6122 -1.4055
Br -0.1146 -5.7632 3.8613
C 0.3040 -4.4915 2.4694
C 1.4075 -4.7670 1.6551
C 1.6440 -3.8033 0.6730
C 0.8745 -2.6744 0.5248
O 1.2710 -1.8301 -0.5462
C -0.2650 -2.3629 1.3458
C -1.1295 -1.2796 1.3722
N -1.0961 -0.0861 0.6723
C -1.9629 0.8500 0.9958
C -3.1001 0.7120 1.8778
C -3.8585 1.7894 2.2696
C -3.6021 3.0991 1.8613
C -2.5541 3.3128 0.9486
C -2.2148 4.5902 0.4532
C -1.1896 4.7489 -0.4504
C -0.5081 3.6211 -0.8941
N -0.8088 2.4036 -0.4472
C -1.7670 2.2118 0.4667
C -0.4867 -3.3926 2.3501
H 2.0065 -5.6577 1.7620
H 2.4692 -3.9198 -0.0229
H -1.8515 -1.3552 2.1787
H -3.3905 -0.2675 2.2242
H -4.7020 1.6062 2.9312
H -4.2020 3.9339 2.2044
H -2.7817 5.4483 0.8006
H -0.9203 5.7278 -0.8298
H 0.2820 3.6856 -1.6314
H -1.3130 -3.2518 3.0349
C -1.5803 -0.8756 -4.2103
Si -1.2829 0.6656 -3.1527
C -0.9563 2.1058 -4.3342
C -3.0018 0.9776 -2.4067
N 1.0579 -0.0610 -3.1514
C 1.6596 -1.0810 -3.1519
C 2.3413 -2.2473 -3.2890
C 3.5144 -2.6182 -2.5589
C 4.0648 -2.0613 -1.4567
C 3.4889 -0.9887 -0.6423
C 2.2285 -0.9526 -0.2107
O 1.7344 0.1311 0.4982
C 1.9304 0.2750 1.8328
C 1.5205 1.4884 2.3789
C 1.6626 1.7124 3.7360
C 2.2095 0.7344 4.5607
C 2.5977 -0.4767 4.0061
C 2.4617 -0.7181 2.6463
H -2.5411 -0.7757 -4.7262
H -1.6287 -1.7619 -3.5723
H -0.7955 -1.0322 -4.9506
H -1.8755 2.3403 -4.8811
H -0.1718 1.8568 -5.0517
H -0.6523 2.9986 -3.7853
H -3.7642 0.9470 -3.1944
H -3.0608 1.9467 -1.9075
H -3.2376 0.2110 -1.6647
H 1.9407 -2.9352 -4.0236
H 4.0440 -3.4755 -2.9703
H 5.0252 -2.4486 -1.1259
H 4.1235 -0.1727 -0.3099
H 1.0665 2.2191 1.7210
H 1.3283 2.6535 4.1561
H 2.3099 0.9070 5.6253
H 2.9941 -1.2612 4.6398
H 2.7284 -1.6769 2.2215
```



Record 2
Entry from the Open Molecules 2025 dataset: C31H28Cl2FeN5O5 as an isolated structure (ωB97M-V/def2-TZVPD).

**Expectation value of S²**: 0.925
**2S+1**: 2
**Kohn-Sham gap (spin up / spin down)**: 0.261 / 0.268 Ha

Structure (XYZ):
```
72
C31H28Cl2FeN5O5 (ωB97M-V/def2-TZVPD)
Fe -0.4104 0.0233 0.3096
C 1.3188 2.8639 -1.3265
C -0.1063 3.3351 -1.4091
C -0.4584 4.2778 -2.3718
C -1.7560 4.7406 -2.4762
C -2.7224 4.2578 -1.6075
C -2.4058 3.3211 -0.6325
C -3.4876 2.8156 0.2821
C -1.0836 2.8675 -0.5371
N -0.7710 1.9041 0.4777
C -0.7988 2.3898 1.7592
O -0.8383 3.5460 2.1289
C -0.8454 1.2538 2.7611
C -0.9860 1.3465 4.1277
C -1.1176 0.1613 4.8517
C -1.1296 -1.0658 4.2025
C -0.9698 -1.0742 2.8283
N -0.8208 0.0617 2.1691
C -0.9750 -2.2595 1.9026
O -1.2876 -3.3606 2.3172
N -0.6563 -1.8757 0.6385
C -0.9002 -2.8854 -0.3534
C -2.2205 -3.0974 -0.7667
C -3.3402 -2.2355 -0.2535
C -2.4807 -4.1031 -1.6840
C -1.4512 -4.8727 -2.2064
C -0.1485 -4.6450 -1.7938
C 0.1435 -3.6631 -0.8543
C 1.5450 -3.5343 -0.3296
H 1.9888 3.6126 -1.7496
H 1.6198 2.6839 -0.2935
H 1.4628 1.9408 -1.8968
H 0.3068 4.6437 -3.0470
H -2.0173 5.4721 -3.2301
H -3.7451 4.6087 -1.6833
H -4.4609 2.9146 -0.1966
H -3.3445 1.7637 0.5363
H -3.5066 3.3814 1.2170
H -1.0015 2.3247 4.5880
H -1.2305 0.1997 5.9275
H -1.2669 -2.0059 4.7182
H -3.1149 -1.1753 -0.3929
H -4.2619 -2.4478 -0.7931
H -3.5232 -2.4081 0.8098
H -3.5014 -4.2676 -2.0080
H -1.6649 -5.6455 -2.9334
H 0.6609 -5.2476 -2.1885
H 2.2544 -4.0113 -1.0046
H 1.8359 -2.4959 -0.2102
H 1.6310 -4.0111 0.6507
N 6.5724 0.4888 0.5424
C 5.7605 -0.0877 1.4602
O 6.1612 -0.6372 2.4632
C 4.2825 -0.0082 1.1715
C 3.7471 0.0273 -0.1028
C 2.3722 0.0624 -0.2596
N 1.5289 0.0790 0.7770
C 2.0516 0.0364 2.0145
C 3.4057 -0.0167 2.2480
H 7.5648 0.4635 0.7032
H 6.2167 1.0163 -0.2331
H 4.3645 -0.0141 -0.9901
H 1.9275 0.0225 -1.2457
H 1.3690 0.0501 2.8521
H 3.7871 -0.0721 3.2577
Cl -2.3925 -1.3061 -3.8522
C -1.0092 -0.2051 -3.8997
Cl -1.5277 1.4840 -3.9887
C -0.1048 -0.4053 -2.6799
O 1.0576 -0.7271 -2.8670
O -0.6581 -0.1458 -1.5534
H -0.4370 -0.4282 -4.7911
```



Record 3
Entry from the Open Molecules 2025 dataset: C31H28N2O5PV as an isolated structure (ωB97M-V/def2-TZVPD).

**Expectation value of S²**: 3.759
**2S+1**: 4
**Kohn-Sham gap (spin up / spin down)**: 0.294 / 0.308 Ha
**Charge**: +1

Structure (XYZ):
```
68
C31H28N2O5PV (ωB97M-V/def2-TZVPD)
V -0.0433 -0.7438 -0.4378
C 2.5591 -1.9398 2.3213
C 2.3621 -2.7046 1.0196
C 3.1206 -4.0284 1.0283
C 2.7566 -1.8905 -0.2151
C 4.2274 -1.4650 -0.2463
O 4.1841 -0.0187 -0.2157
C 2.9159 0.3667 -0.2464
N 2.0365 -0.5770 -0.2746
C 2.7505 1.8567 -0.2268
C 3.9450 2.5799 -0.2379
C 3.9456 3.9643 -0.1962
C 2.7461 4.6492 -0.1359
C 1.5569 3.9414 -0.1293
C 1.5280 2.5511 -0.1827
P -0.1190 1.7597 -0.2352
C -0.9148 2.5235 -1.6739
C -1.5493 3.7642 -1.6351
C -2.0829 4.3103 -2.7899
C -1.9877 3.6256 -3.9946
C -1.3656 2.3876 -4.0423
C -0.8384 1.8378 -2.8829
C -0.9784 2.3913 1.2258
C -0.2783 2.7221 2.3822
C -0.9624 3.1098 3.5245
C -2.3478 3.1687 3.5195
C -3.0516 2.8325 2.3707
C -2.3720 2.4402 1.2290
H 2.2461 -2.5490 3.1688
H 1.9779 -1.0148 2.3550
H 3.6062 -1.6789 2.4907
H 1.2988 -2.9381 0.9101
H 4.1873 -3.8868 1.2139
H 3.0126 -4.5636 0.0836
H 2.7450 -4.6762 1.8196
H 2.4947 -2.4531 -1.1163
H 4.7618 -1.7553 -1.1492
H 4.7968 -1.7774 0.6290
H 4.8867 2.0566 -0.2744
H 4.8842 4.4997 -0.2059
H 2.7311 5.7294 -0.0959
H 0.6262 4.4869 -0.0801
H -1.6487 4.2981 -0.6981
H -2.5779 5.2707 -2.7487
H -2.4067 4.0561 -4.8937
H -1.2964 1.8441 -4.9742
H -0.3601 0.8617 -2.9354
H 0.8050 2.6882 2.4019
H -0.4093 3.3695 4.4165
H -2.8799 3.4801 4.4078
H -4.1321 2.8765 2.3601
H -2.9295 2.1749 0.3392
O -2.1092 -0.5097 -0.2037
C -2.9912 -1.3808 -0.2145
C -2.7711 -2.7848 -0.4006
C -3.8798 -3.6324 -0.2051
C -3.6871 -4.9838 -0.2965
C -2.4375 -5.5405 -0.5826
C -1.3558 -4.7215 -0.8010
C -1.4976 -3.3211 -0.7178
O -0.4574 -2.5590 -0.9510
N -4.8375 -5.8914 -0.0758
O -4.6025 -7.0823 -0.0220
O -5.9178 -5.3723 0.1383
H -4.0257 -1.0510 -0.0501
H -4.8585 -3.2352 0.0197
H -2.3459 -6.6155 -0.6349
H -0.3880 -5.1328 -1.0490
```



Record 4
Entry from the Open Molecules 2025 dataset: C31H28N6O3S3Tl as an isolated structure in a non-equilibrium geometry (ωB97M-V/def2-TZVPD).

**Kohn-Sham gap**: 0.223 Ha
**Charge**: -1

Structure (XYZ):
```
72
C31H28N6O3S3Tl (ωB97M-V/def2-TZVPD)
Tl 0.2074 -0.1169 -0.1961
N 0.4256 -3.3036 3.1440
C 0.0212 -2.2650 2.3649
S -0.5011 -2.6246 0.7791
N -0.0339 -1.1021 2.9852
N -0.3399 -0.0540 2.2482
C -0.6464 1.0730 2.7850
C -0.6262 1.2698 4.2574
C 0.5874 1.1683 4.9335
C 0.6342 1.3170 6.3096
C -0.5318 1.5477 7.0275
C -1.7463 1.6199 6.3618
C -1.7933 1.4871 4.9820
C -1.0364 2.1542 1.8790
C -1.2619 3.4598 2.3224
C -1.6917 4.4094 1.4128
C -1.8972 4.0460 0.0898
C -1.6152 2.7382 -0.2777
N -1.1940 1.8357 0.5915
H 0.6143 -4.1730 2.6801
H 0.9140 -3.0856 3.9970
H 1.4863 0.9789 4.3599
H 1.5843 1.2539 6.8256
H -0.4942 1.6660 8.1032
H -2.6617 1.7797 6.9180
H -2.7408 1.5419 4.4594
H -1.0986 3.7073 3.3621
H -1.8662 5.4281 1.7361
H -2.2554 4.7581 -0.6397
H -1.7248 2.3901 -1.2991
C 0.6867 -0.0541 -7.2068
O -0.6634 -0.4311 -7.0421
C -1.1503 -0.4242 -5.7681
C -2.4989 -0.8171 -5.6295
C -3.0582 -0.8712 -4.3835
C -2.3548 -0.5351 -3.2061
C -2.9120 -0.6711 -1.8733
C -4.3577 -1.1242 -1.6960
O -2.2946 -0.4449 -0.8307
C -0.9981 -0.0710 -3.3564
O -0.2848 0.3715 -2.4054
C -0.4275 -0.0639 -4.6674
H 0.8782 -0.0794 -8.2779
H 1.3623 -0.7473 -6.6976
H 0.8720 0.9545 -6.8269
H -3.0666 -1.0838 -6.5105
H -4.0899 -1.1871 -4.3290
H -4.8869 -1.2986 -2.6248
H -4.8856 -0.3620 -1.1225
H -4.3614 -2.0381 -1.1021
H 0.6057 0.2521 -4.7145
S 1.6135 2.0337 -0.8224
C 2.8304 1.3269 -1.8614
C 3.5713 2.2387 -2.6268
C 4.6118 1.8458 -3.4467
C 4.9298 0.4968 -3.5409
C 4.1937 -0.4233 -2.8184
C 3.1433 -0.0469 -1.9691
S 2.3564 -1.3619 -1.1237
H 3.3127 3.2871 -2.5389
H 5.1733 2.5813 -4.0111
H 5.7439 0.1634 -4.1740
H 4.4331 -1.4778 -2.8812
N 4.2695 1.6208 1.8535
C 4.7242 0.3246 1.7691
C 3.6114 -0.4564 1.8439
N 2.4907 0.3264 1.9584
C 2.9203 1.5610 1.9570
H 4.8209 2.4538 1.7684
H 5.7655 0.0749 1.6763
H 3.5351 -1.5281 1.8023
H 2.2977 2.4344 2.0310
```



Record 5
Entry from the Open Molecules 2025 dataset: a 2-piece molecular cluster, C31H28NO6S2 overall in a non-equilibrium geometry (ωB97M-V/def2-TZVPD).

**Kohn-Sham gap**: 0.153 Ha
**Charge**: -1

Structure (XYZ):
```
68
C31H28NO6S2 (ωB97M-V/def2-TZVPD)
C 4.7980 1.1095 -3.1184
C 3.5970 1.8485 -2.5765
O 2.4568 1.3659 -3.3225
C 1.2926 2.0393 -3.1562
C 0.1753 1.2303 -3.6686
N -1.0441 1.5646 -3.4162
C -2.0917 0.8182 -3.6507
C -3.4240 1.2958 -3.4121
C -4.5582 0.4410 -3.4710
C -5.8318 0.9739 -3.3136
C -5.9973 2.3520 -3.0906
C -4.8793 3.1955 -2.9965
C -3.5961 2.6681 -3.1291
O 1.1848 3.1411 -2.6423
H 5.6343 1.1963 -2.4263
H 4.5840 0.0488 -3.2885
H 5.1053 1.5571 -4.0693
H 3.4369 1.6308 -1.5110
H 3.7004 2.9321 -2.7069
H 0.4539 0.3401 -4.2459
H -1.9487 -0.2097 -4.0216
H -4.4025 -0.6276 -3.6393
H -6.7092 0.3242 -3.3666
H -7.0015 2.7654 -2.9861
H -5.0046 4.2649 -2.8202
H -2.7068 3.2933 -3.0367
C 5.5098 -1.1867 3.6247
C 5.1981 -1.6663 2.3484
C 3.8948 -2.0676 2.0502
C 2.8984 -1.9403 3.0229
S 1.2077 -2.3450 2.5936
C 0.4877 -0.9080 1.8185
C 0.8306 0.3411 2.2193
C 0.3007 1.5807 1.6986
C 0.0316 1.7570 0.3208
C -0.5520 2.9356 -0.1330
C -0.8844 3.9543 0.7690
C -0.5366 3.8296 2.1225
C 0.0816 2.6647 2.5725
S -0.9181 -1.1869 0.6954
C -1.6096 -2.7855 1.1459
C -1.5584 -3.8484 0.2452
C -2.0950 -5.0824 0.6151
C -2.6746 -5.2470 1.8769
C -2.7542 -4.1615 2.7564
C -2.2456 -2.9191 2.3802
O -1.9517 -0.2139 0.9610
O -0.3751 -1.3396 -0.6405
O 1.2808 -3.3623 1.5624
O 0.5029 -2.5924 3.8336
C 3.2198 -1.5427 4.3248
C 4.5261 -1.1442 4.6173
H 6.5211 -0.8437 3.8451
H 5.9621 -1.7267 1.5726
H 3.6394 -2.4780 1.0745
H 1.5274 0.4126 3.0545
H 0.3342 0.9945 -0.3989
H -0.7456 3.0483 -1.1988
H -1.3910 4.8494 0.4096
H -0.7576 4.6290 2.8319
H 0.3681 2.5498 3.6218
H -1.0795 -3.7091 -0.7218
H -2.0398 -5.9154 -0.0888
H -3.0581 -6.2240 2.1796
H -3.2032 -4.2717 3.7459
H -2.3262 -2.0554 3.0373
H 2.4479 -1.5480 5.0931
H 4.7617 -0.7943 5.6232
```



Record 6
Entry from the Open Molecules 2025 dataset: C31H29AsF6MgN2O2P as an isolated structure in a non-equilibrium geometry (ωB97M-V/def2-TZVPD).

**Expectation value of S²**: 0.753
**2S+1**: 2
**Kohn-Sham gap (spin up / spin down)**: 0.297 / 0.243 Ha

Structure (XYZ):
```
73
C31H29AsF6MgN2O2P (ωB97M-V/def2-TZVPD)
Mg -0.5313 -1.5664 -0.3563
O 0.4533 -3.3893 -1.1011
C 1.7441 -3.3410 -1.7086
C 2.6912 -2.4845 -0.8973
C 4.0667 -2.6516 -0.9923
C 4.8796 -1.8932 -0.1688
C 4.2892 -1.0143 0.7258
C 2.9105 -0.9051 0.7280
N 2.1201 -1.6058 -0.0837
H 0.5026 -3.9252 -0.2922
H 1.5951 -2.9278 -2.7076
H 2.1329 -4.3555 -1.8125
H 4.4827 -3.3783 -1.6775
H 5.9558 -2.0018 -0.2078
H 4.8794 -0.4204 1.4088
H 2.4112 -0.2270 1.4079
C 3.6541 4.3194 0.7882
C 3.7745 3.2553 -0.0968
C 2.7241 2.3665 -0.2557
C 1.5331 2.5287 0.4543
C 1.4202 3.6043 1.3301
C 2.4767 4.4902 1.4998
P 0.2124 1.3048 0.1298
C -1.0565 1.8086 1.3554
C -0.8631 1.3723 2.6661
C -1.7939 1.6567 3.6534
C -2.9483 2.3671 3.3365
C -3.1548 2.7895 2.0297
C -2.2120 2.5157 1.0467
C -0.4227 1.8739 -1.4870
C -0.4444 3.2166 -1.7701
C -0.8864 3.6971 -3.0174
C -1.2783 2.8065 -3.9716
C -1.2465 1.4112 -3.7291
C -1.6213 0.5150 -4.7632
C -1.5607 -0.8263 -4.5485
C -1.1459 -1.3115 -3.2852
C -0.7849 -0.5183 -2.2145
C -0.8256 0.9021 -2.4713
H 4.4750 5.0120 0.9207
H 4.6867 3.1147 -0.6620
H 2.8227 1.5424 -0.9542
H 0.5052 3.7529 1.8901
H 2.3744 5.3197 2.1876
H 0.0140 0.7842 2.9158
H -1.6222 1.3149 4.6665
H -3.6778 2.5909 4.1045
H -4.0519 3.3390 1.7733
H -2.3861 2.8403 0.0286
H -0.1077 3.9283 -1.0251
H -0.9003 4.7618 -3.2120
H -1.6119 3.1520 -4.9436
H -1.9428 0.9203 -5.7156
H -1.8321 -1.5191 -5.3365
H -1.1145 -2.3962 -3.1767
N -3.7176 -0.9920 2.2156
C -3.0359 -1.4346 1.1570
O -2.2621 -0.6954 0.5378
C -3.2572 -2.8604 0.7025
C -2.5339 -3.1395 -0.5672
H -3.4576 -0.0864 2.5850
H -4.2089 -1.6354 2.8105
H -4.3343 -2.9862 0.5185
H -2.9758 -3.5421 1.5007
H -2.8484 -2.6187 -1.4641
H -2.0602 -4.0993 -0.7155
F -0.1672 -2.0808 1.5913
As 0.1537 -3.5321 2.6800
F 1.7034 -3.6543 1.9281
F 0.7628 -2.4315 3.8397
F 0.4137 -4.9083 3.6468
F -1.4580 -3.3239 3.2728
F -0.4803 -4.4955 1.3547
```



Record 7
Entry from the Open Molecules 2025 dataset: C31H29BIrN13O2 as an isolated structure in a non-equilibrium geometry (ωB97M-V/def2-TZVPD).

**Expectation value of S²**: 8.803
**2S+1**: 6
**Kohn-Sham gap (spin up / spin down)**: 0.214 / 0.146 Ha
**Charge**: +3

Structure (XYZ):
```
77
C31H29BIrN13O2 (ωB97M-V/def2-TZVPD)
Ir 0.1409 0.0040 -0.1567
C 0.2405 -0.0949 4.3380
C 0.8413 -0.1820 3.0895
N -0.0726 -0.1430 2.1256
N -1.2927 -0.0350 2.7220
C -1.1069 0.0015 4.0667
B -2.5469 0.0271 1.7896
N -2.4507 1.3222 0.9237
C -3.3209 2.3511 0.8361
C -2.7832 3.3232 0.0208
C -1.5452 2.8103 -0.3538
N -1.3555 1.6103 0.1944
N -2.5259 -1.2132 0.8544
C -3.3606 -2.2763 0.8328
C -2.9248 -3.1615 -0.1282
C -1.7838 -2.5639 -0.6570
N -1.5546 -1.3984 -0.0572
N -3.9427 0.0337 2.4586
C -5.1097 -0.0062 1.8148
C -6.1599 -0.0133 2.7819
C -5.5045 0.0242 4.0165
N -4.2017 0.0851 3.8050
H 0.7100 -0.0963 5.3058
H 1.8870 -0.2786 2.8513
H -1.9181 0.0927 4.7503
H -4.2632 2.3617 1.3562
H -3.2221 4.2668 -0.2525
H -0.7806 3.2572 -0.9695
H -4.2015 -2.3719 1.4987
H -3.3670 -4.1033 -0.4022
H -1.1323 -2.9186 -1.4390
H -5.1704 -0.0249 0.7351
H -7.2257 -0.0030 2.6089
H -5.9141 0.0468 5.0133
N 7.4106 1.1436 0.3630
C 8.7125 0.7156 0.1877
C 9.9271 1.3040 0.3905
C 11.0594 0.5151 0.0873
C 10.9675 -0.8055 -0.4045
C 9.7541 -1.3988 -0.6081
C 8.5918 -0.6267 -0.3085
N 7.3046 -0.9565 -0.4085
C 6.6077 0.1156 0.0039
C 5.1524 0.1069 0.0710
C 4.3884 1.2363 0.3678
C 3.0140 1.1127 0.4440
N 2.3755 -0.0460 0.2308
C 3.1082 -1.1336 -0.0511
C 4.4856 -1.1019 -0.1429
H 7.1333 2.0455 0.7176
H 10.0336 2.3166 0.7555
H 12.0404 0.9470 0.2393
H 11.8746 -1.3529 -0.6183
H 9.6522 -2.4135 -0.9678
H 4.8430 2.2036 0.5339
H 2.4013 1.9657 0.7068
H 2.5668 -2.0622 -0.1793
H 5.0557 -1.9932 -0.3633
O -4.4319 3.6937 -3.9941
C -4.0070 2.8068 -4.9886
N -2.8656 2.1213 -4.4237
C -2.2972 1.0665 -5.0588
O -2.7388 0.5907 -6.0806
C -1.0608 0.5075 -4.4089
C -0.0783 -0.0694 -5.2061
C 1.0415 -0.6132 -4.5963
C 1.1354 -0.5841 -3.2174
N 0.1800 -0.0568 -2.4441
C -0.8977 0.4743 -3.0357
H -5.0955 4.2915 -4.3444
H -3.7211 3.3191 -5.9158
H -4.7622 2.0614 -5.2592
H -2.4298 2.5837 -3.6444
H -0.2023 -0.0873 -6.2813
H 1.8268 -1.0648 -5.1859
H 1.9954 -1.0065 -2.7122
H -1.6733 0.8548 -2.3819
```